[1]
ORCA calculation (ωB97M-V with the def2-TZVPD basis set) on a structure of composition C20H20N4O3 in a non-equilibrium geometry.

Values from the calculation:
LUMO level, eV: -1.033
Molecular weight, g/mol: 364.40
Strongest force on any atom, Eh/bohr: 0.3269
Highest occupied orbital energy, eV: -7.57
Kohn-Sham gap, eV: 6.53

ORCA input file:
```
! RIJCOSX wB97M-V def2-TZVPD def2/J DEFGRID3
* xyz 0 1
C 3.467 -5.864 2.405
C 3.224 -4.619 1.373
H 3.827 -4.669 0.420
H 3.404 -3.728 1.846
O 2.119 -4.797 0.915
C 1.635 -4.377 -0.159
O 2.386 -3.853 -0.759
C 0.176 -4.502 -0.660
C -0.528 -3.218 -0.452
N -1.291 -3.040 0.734
N -2.056 -2.052 0.923
C -1.766 -0.975 0.157
N -2.233 0.300 0.830
C -2.094 1.546 0.771
C -0.593 1.929 0.412
C -0.347 3.150 0.619
C -1.147 4.286 0.974
C -2.525 3.822 1.271
C -2.976 2.641 1.047
H -4.020 2.207 1.485
H -3.147 4.615 1.391
C -1.022 5.525 0.924
O -1.584 6.433 1.570
N -0.019 5.967 0.132
H 0.542 5.422 -0.891
C 0.530 7.516 -0.066
H 0.523 7.885 -0.926
H 1.516 7.524 0.059
H -0.032 7.917 0.785
H 0.699 3.506 0.382
H -0.011 1.151 0.166
H -2.993 -0.013 1.440
C -1.180 -0.885 -0.983
C -1.074 0.136 -1.856
C -0.486 -0.021 -3.077
C -0.002 -1.160 -3.518
C 0.304 -2.149 -2.667
C -0.642 -2.169 -1.113
H 0.718 -3.132 -2.791
H 0.579 -1.386 -4.376
H -0.651 0.856 -3.673
H -1.925 0.829 -1.576
H 0.030 -4.948 -1.532
H -0.212 -5.248 0.262
H 4.574 -5.909 2.611
H 3.429 -6.695 1.888
H 2.874 -5.755 3.282
*
```



[2]
ORCA calculation (ωB97M-V with the def2-TZVPD basis set) on the ion C2H5IN4P with charge +1 in a non-equilibrium geometry.

Values from the calculation:
LUMO level, eV: -4.314
Molecular weight, g/mol: 242.97
Strongest force on any atom, Eh/bohr: 0.0671
SMILES: NC(=[NH2+])N=C=NPI
Highest occupied orbital energy, eV: -12.83
Kohn-Sham gap, eV: 8.52

ORCA input file:
```
! RIJCOSX wB97M-V def2-TZVPD def2/J DEFGRID3
* xyz 1 1
N -0.820 -1.338 0.009
C -1.422 -0.180 0.118
N -2.596 0.032 0.714
N -0.694 0.965 0.055
C 0.532 0.917 -0.063
N 1.629 1.235 -0.361
P 3.299 1.015 0.065
I 3.747 -1.120 -0.883
H -1.243 -2.097 0.453
H 0.152 -1.331 -0.119
H -3.276 -0.747 0.728
H -2.994 0.940 0.406
H 3.687 1.710 -1.122
*
```



[3]
ORCA calculation (ωB97M-V with the def2-TZVPD basis set) on an isolated molecule of C18H24IN3O2S in a non-equilibrium geometry.

Values from the calculation:
LUMO level, eV: -0.108
Molecular weight, g/mol: 473.38
Strongest force on any atom, Eh/bohr: 0.1672
SMILES: N[C@H](C(=O)N1CCSC1)[C@H]1CC[C@H](NC(=O)c2ccc(I)cc2)CC1
Highest occupied orbital energy, eV: -8.72
Kohn-Sham gap, eV: 8.61

ORCA input file:
```
! RIJCOSX wB97M-V def2-TZVPD def2/J DEFGRID3
* xyz 0 1
N -1.595 -3.266 1.783
C -0.810 -3.109 0.549
C 0.562 -3.913 0.444
O 1.074 -4.145 1.478
N 1.165 -4.418 -0.693
C 0.254 -4.740 -1.708
C 1.096 -5.467 -2.717
S 2.657 -6.046 -2.018
C 2.554 -4.976 -0.617
C -0.539 -1.575 0.647
C -0.513 -1.070 -0.840
C -0.463 0.467 -0.769
C 0.740 1.171 0.110
N 0.335 2.561 0.513
C 0.079 3.677 -0.284
O 0.106 3.410 -1.469
C -0.290 5.024 0.114
C -0.724 5.929 -0.891
C -1.591 7.061 -0.634
C -1.717 7.448 0.573
I -2.511 9.454 1.295
C -1.105 6.678 1.622
C -0.401 5.471 1.397
C 0.801 0.479 1.465
C 0.662 -1.081 1.374
H -2.013 -4.194 1.748
H -1.080 -3.031 2.657
H -1.547 -3.318 -0.210
H -0.156 -3.867 -2.089
H -0.464 -5.396 -1.373
H 1.357 -4.817 -3.554
H 0.537 -6.277 -3.181
H 2.764 -5.529 0.373
H 3.381 -4.299 -0.745
H -1.363 -1.114 1.093
H -1.361 -1.478 -1.445
H 0.219 -1.406 -1.489
H -0.393 0.898 -1.789
H -1.444 0.879 -0.456
H 1.575 1.008 -0.561
H 0.161 2.740 1.471
H -0.496 5.733 -1.959
H -1.951 7.733 -1.364
H -1.165 6.897 2.671
H -0.143 4.951 2.327
H 1.671 0.698 1.977
H -0.079 0.975 1.935
H 1.551 -1.458 0.855
H 0.610 -1.354 2.388
*
```



[4]
ORCA calculation (ωB97M-V with the def2-TZVPD basis set) on a structure of composition C16H30MoN2O3SeSi.

Values from the calculation:
LUMO level (alpha / beta), eV: -7.111 / -7.169
Molecular weight, g/mol: 501.41
Strongest force on any atom, Eh/bohr: 0.0143
Highest occupied orbital energy (alpha / beta), eV: -14.16 / -14.19
Kohn-Sham gap (alpha / beta), eV: 7.05 / 7.02

ORCA input file:
```
! RIJCOSX wB97M-V def2-TZVPD def2/J DEFGRID3
* xyz 2 1
Mo -0.679 -0.035 0.235
C 5.185 -3.107 2.216
O 4.273 -4.131 1.801
C 3.074 -3.798 1.361
C 2.256 -4.877 0.953
C 1.007 -4.633 0.476
C 0.489 -3.315 0.382
C -0.806 -3.078 -0.160
C -1.662 -4.182 -0.691
O -1.296 -1.912 -0.236
C 1.325 -2.256 0.802
O 0.913 -0.969 0.751
C 2.601 -2.487 1.283
H 6.086 -3.627 2.520
H 4.776 -2.552 3.061
H 5.408 -2.438 1.384
H 2.654 -5.879 1.025
H 0.397 -5.467 0.160
H -1.818 -4.953 0.063
H -1.172 -4.654 -1.545
H -2.620 -3.781 -1.007
H 3.204 -1.642 1.580
N 0.565 1.640 1.044
C 0.750 1.776 2.518
C -0.399 2.517 3.174
C -1.789 1.931 2.931
C -1.888 0.440 3.223
N -1.911 -0.381 1.969
H 1.482 1.480 0.632
H 0.250 2.531 0.667
H 1.683 2.306 2.709
H 0.871 0.768 2.919
H -0.385 3.562 2.853
H -0.196 2.533 4.247
H -2.101 2.112 1.895
H -2.510 2.467 3.547
H -2.789 0.200 3.786
H -1.041 0.090 3.814
H -2.864 -0.382 1.603
H -1.748 -1.359 2.212
C -2.036 2.381 -4.474
Si -3.039 2.610 -2.947
C -2.958 4.282 -2.172
C -4.691 1.793 -2.932
Se -1.845 1.227 -1.287
H -2.488 2.956 -5.287
H -2.010 1.335 -4.781
H -1.015 2.742 -4.341
H -3.456 5.000 -2.829
H -1.928 4.615 -2.043
H -3.470 4.302 -1.209
H -5.336 2.295 -3.660
H -5.171 1.871 -1.956
H -4.623 0.744 -3.220
*
```



[5]
ORCA calculation (ωB97M-V with the def2-TZVPD basis set) on the ion C3H3NO2P with charge -1 in a non-equilibrium geometry.

Values from the calculation:
LUMO level (alpha / beta), eV: 4.087 / 4.087
Molecular weight, g/mol: 116.04
Strongest force on any atom, Eh/bohr: 0.0621
Highest occupied orbital energy (alpha / beta), eV: -2.06 / -2.06
Kohn-Sham gap (alpha / beta), eV: 6.15 / 6.15

ORCA input file:
```
! RIJCOSX wB97M-V def2-TZVPD def2/J DEFGRID3
* xyz -1 1
C -0.076 0.043 -0.215
C -0.312 -1.285 -0.507
C 1.322 0.364 0.201
N 2.314 0.931 -0.660
O 3.147 1.698 -0.019
O 0.758 -2.116 -0.449
P 2.154 -1.393 0.291
H -0.892 0.835 -0.022
H -1.191 -1.874 -0.808
H 1.501 0.932 1.128
*
```



[6]
ORCA calculation (ωB97M-V with the def2-TZVPD basis set) on an isolated molecule of C5H14N2 in a non-equilibrium geometry.

Values from the calculation:
LUMO level, eV: 1.165
Molecular weight, g/mol: 102.18
Strongest force on any atom, Eh/bohr: 0.0458
SMILES: CN[C@@H](C)CCN
Highest occupied orbital energy, eV: -8.34
Kohn-Sham gap, eV: 9.50

ORCA input file:
```
! RIJCOSX wB97M-V def2-TZVPD def2/J DEFGRID3
* xyz 0 1
C -1.468 -1.556 1.764
N -0.495 -0.482 1.480
C -0.282 -0.121 0.052
C -1.569 0.374 -0.605
C 0.798 0.988 0.074
C 1.666 0.928 -1.194
N 2.308 -0.357 -1.349
H -0.974 -2.448 2.155
H -2.160 -1.192 2.520
H -2.053 -1.847 0.892
H -0.723 0.299 2.059
H 0.077 -1.055 -0.373
H -2.369 -0.355 -0.499
H -1.431 0.595 -1.664
H -1.909 1.310 -0.155
H 0.206 1.916 0.098
H 1.421 1.073 0.964
H 1.105 1.210 -2.093
H 2.320 1.830 -1.150
H 2.943 -0.722 -0.661
H 2.588 -0.388 -2.316
*
```



Please write out number 6 again, unchanged.
ORCA calculation (ωB97M-V with the def2-TZVPD basis set) on an isolated molecule of C5H14N2 in a non-equilibrium geometry.

Values from the calculation:
LUMO level, eV: 1.165
Molecular weight, g/mol: 102.18
Strongest force on any atom, Eh/bohr: 0.0458
SMILES: CN[C@@H](C)CCN
Highest occupied orbital energy, eV: -8.34
Kohn-Sham gap, eV: 9.50

ORCA input file:
```
! RIJCOSX wB97M-V def2-TZVPD def2/J DEFGRID3
* xyz 0 1
C -1.468 -1.556 1.764
N -0.495 -0.482 1.480
C -0.282 -0.121 0.052
C -1.569 0.374 -0.605
C 0.798 0.988 0.074
C 1.666 0.928 -1.194
N 2.308 -0.357 -1.349
H -0.974 -2.448 2.155
H -2.160 -1.192 2.520
H -2.053 -1.847 0.892
H -0.723 0.299 2.059
H 0.077 -1.055 -0.373
H -2.369 -0.355 -0.499
H -1.431 0.595 -1.664
H -1.909 1.310 -0.155
H 0.206 1.916 0.098
H 1.421 1.073 0.964
H 1.105 1.210 -2.093
H 2.320 1.830 -1.150
H 2.943 -0.722 -0.661
H 2.588 -0.388 -2.316
*
```



- Which formula does entry 3 have?
  C18H24IN3O2S



- The highest molecular weight belongs to which entry?
  C16H30MoN2O3SeSi